1.
{"formula": "C35H32BrCsN16O3S2", "method": "ωB97M-V/def2-TZVPD", "gap_ev": 5.88, "relative_energy_kcal_mol": 44.7, "species": ["Cs", "C", "C", "C", "C", "N", "C", "C", "C", "C", "C", "C", "N", "H", "H", "H", "H", "H", "H", "H", "H", "N", "C", "N", "C", "N", "N", "C", "N", "C", "C", "C", "C", "C", "N", "H", "H", "H", "H", "H", "H", "H", "H", "C", "C", "N", "N", "C", "S", "N", "N", "H", "H", "H", "H", "H", "H", "O", "S", "O", "O", "C", "N", "C", "C", "C", "N", "C", "C", "C", "N", "C", "C", "H", "H", "H", "H", "H", "H", "Br", "C", "C", "C", "C", "C", "N", "H", "H", "H", "H"], "xyz": [[0.377, -1.098, -0.301], [-0.067, -2.801, -5.105], [-0.094, -1.759, -6.014], [-0.146, -0.456, -5.547], [-0.170, -0.227, -4.176], [-0.164, -1.235, -3.301], [-0.106, -2.482, -3.758], [-0.208, 1.169, -3.601], [-0.141, 2.301, -4.404], [-0.190, 3.555, -3.813], [-0.311, 3.653, -2.438], [-0.370, 2.473, -1.714], [-0.310, 1.262, -2.272], [-0.018, -3.833, -5.425], [-0.072, -1.955, -7.078], [-0.169, 0.362, -6.252], [-0.088, -3.264, -3.004], [-0.045, 2.222, -5.477], [-0.137, 4.446, -4.425], [-0.363, 4.608, -1.933], [-0.463, 2.492, -0.632], [2.790, 1.378, -0.783], [3.661, 0.346, -0.677], [4.942, 0.653, -0.492], [5.741, -0.402, -0.346], [7.053, -0.169, -0.165], [5.352, -1.691, -0.360], [4.058, -1.866, -0.558], [3.156, -0.903, -0.738], [3.573, -3.295, -0.557], [4.486, -4.334, -0.434], [4.010, -5.633, -0.389], [2.645, -5.850, -0.469], [1.813, -4.750, -0.606], [2.258, -3.498, -0.656], [3.187, 2.300, -0.854], [1.865, 1.226, -1.151], [7.368, 0.777, -0.047], [7.661, -0.938, 0.046], [5.539, -4.107, -0.362], [4.697, -6.463, -0.286], [2.228, -6.847, -0.426], [0.736, -4.871, -0.668], [-3.490, -6.302, 0.518], [-2.553, -5.623, 1.445], [-2.328, -5.963, 2.673], [-1.422, -5.035, 3.110], [-1.065, -4.122, 2.190], [-0.076, -2.792, 2.358], [-1.792, -4.527, 1.102], [-1.745, -3.884, -0.138], [-4.006, -7.087, 1.064], [-2.965, -6.757, -0.324], [-4.229, -5.598, 0.129], [-1.114, -5.030, 4.066], [-2.160, -4.507, -0.819], [-2.317, -3.040, -0.082], [-2.289, 8.076, 2.528], [-2.211, 8.011, 3.979], [-1.915, 9.261, 4.637], [-3.238, 7.201, 4.604], [-0.709, 7.009, 4.194], [0.394, 7.555, 4.704], [1.476, 6.783, 4.730], [1.497, 5.488, 4.246], [0.289, 5.006, 3.762], [-0.801, 5.751, 3.752], [0.123, 3.654, 3.145], [-1.114, 3.319, 2.601], [-1.249, 2.114, 1.944], [-0.241, 1.257, 1.755], [0.927, 1.558, 2.323], [1.150, 2.724, 3.038], [2.374, 7.228, 5.148], [2.406, 4.904, 4.253], [-1.936, 4.016, 2.699], [-2.201, 1.834, 1.504], [1.727, 0.837, 2.173], [2.125, 2.909, 3.465], [-4.395, -2.472, 1.635], [-4.429, -0.887, 0.572], [-5.578, -0.113, 0.613], [-5.576, 1.060, -0.121], [-4.452, 1.393, -0.861], [-3.368, 0.536, -0.831], [-3.343, -0.590, -0.107], [-6.426, -0.412, 1.211], [-6.441, 1.709, -0.105], [-4.412, 2.303, -1.443], [-2.467, 0.751, -1.391]], "forces_ev_per_a": [[-1.0, 0.2, 0.0], [0.0, 0.0, 0.0], [0.0, 0.1, 0.0], [0.0, 0.0, -0.1], [0.0, 0.2, 0.2], [0.0, 0.0, -0.1], [0.0, 0.1, 0.0], [0.0, -0.3, 0.0], [0.0, 0.1, 0.0], [0.0, 0.0, -0.1], [0.0, 0.0, 0.0], [0.0, -0.1, 0.0], [0.0, 0.2, 0.0], [0.0, 0.0, 0.0], [0.0, 0.0, 0.0], [0.0, 0.0, 0.0], [0.0, 0.0, 0.0], [0.0, 0.0, 0.0], [0.0, 0.0, 0.0], [0.0, 0.0, 0.0], [0.0, 0.0, 0.0], [0.2, -0.1, -0.1], [0.0, 0.0, -0.1], [-0.1, 0.0, 0.0], [0.1, 0.0, 0.1], [0.0, 0.0, 0.0], [0.0, 0.1, 0.0], [-0.1, -0.2, -0.1], [0.7, 0.1, 0.0], [-0.1, 0.2, -0.1], [0.1, 0.0, 0.1], [0.0, 0.0, 0.0], [0.0, 0.0, 0.0], [0.0, 0.1, 0.0], [0.2, -0.1, 0.0], [0.0, 0.0, 0.0], [0.1, 0.0, 0.0], [0.0, 0.0, 0.0], [0.0, 0.0, 0.0], [0.0, 0.0, 0.0], [0.0, 0.0, 0.0], [0.0, 0.0, 0.0], [0.0, 0.0, 0.0], [0.0, 0.0, 0.0], [0.0, 0.0, 0.0], [0.1, 0.1, 0.0], [0.0, -0.1, 0.2], [0.0, 0.1, -0.1], [-0.1, -0.6, 0.5], [0.0, 0.0, -0.2], [0.1, 0.1, 0.1], [0.0, 0.0, 0.0], [0.0, 0.0, 0.0], [0.0, 0.0, 0.0], [0.0, 0.0, 0.0], [0.0, 0.0, 0.0], [-0.1, 0.0, 0.0], [0.0, 0.0, -0.1], [0.0, 0.1, 0.0], [0.0, 0.0, 0.0], [0.0, 0.0, 0.0], [0.2, -0.2, 0.0], [0.0, -0.1, -0.1], [0.0, 0.1, 0.0], [0.0, 0.0, 0.1], [0.0, -0.2, -0.1], [-0.1, 0.3, 0.0], [0.0, 0.1, 0.1], [-0.1, 0.0, 0.1], [0.1, 0.0, -0.2], [0.0, -0.2, 0.1], [-0.1, 0.0, -0.1], [0.1, 0.0, -0.1], [0.0, 0.0, 0.0], [0.0, 0.0, 0.0], [0.0, 0.0, 0.0], [0.0, 0.0, 0.0], [0.0, 0.1, 0.1], [0.0, 0.0, 0.0], [0.0, 0.0, 0.0], [0.0, 0.2, 0.1], [0.0, 0.0, 0.0], [-0.1, 0.0, 0.0], [0.0, 0.0, 0.0], [0.1, 0.0, 0.0], [-0.1, -0.3, 0.0], [0.0, 0.0, 0.0], [0.0, 0.0, 0.0], [0.0, 0.0, 0.0], [0.0, 0.0, 0.0]]}


2.
{"formula": "C35H32ClFNO4PSV", "method": "ωB97M-V/def2-TZVPD", "gap_ev": [7.35, 7.89], "relative_energy_kcal_mol": 18.7, "total_charge": 2, "spin_multiplicity": 2, "species": ["V", "Cl", "C", "C", "C", "C", "C", "C", "P", "C", "C", "C", "C", "C", "C", "C", "C", "C", "C", "C", "C", "H", "H", "H", "H", "H", "H", "H", "H", "H", "H", "H", "H", "H", "H", "F", "C", "C", "C", "C", "C", "C", "C", "H", "H", "H", "H", "H", "H", "C", "C", "C", "C", "C", "C", "C", "S", "O", "O", "N", "C", "C", "C", "O", "O", "H", "H", "H", "H", "H", "H", "H", "H", "H", "H", "H", "H"], "xyz": [[-0.397, 0.190, 0.912], [-0.088, 0.817, 3.169], [-0.599, 2.511, 3.372], [-0.696, 2.952, 4.674], [-1.039, 4.281, 4.874], [-1.265, 5.125, 3.794], [-1.158, 4.644, 2.499], [-0.830, 3.308, 2.263], [-0.700, 2.637, 0.590], [-2.321, 2.823, -0.199], [-3.408, 3.363, 0.481], [-4.659, 3.397, -0.126], [-4.834, 2.882, -1.400], [-3.756, 2.318, -2.074], [-2.510, 2.282, -1.473], [0.460, 3.755, -0.250], [1.507, 4.317, 0.487], [2.432, 5.147, -0.127], [2.323, 5.427, -1.482], [1.282, 4.883, -2.218], [0.353, 4.051, -1.608], [-0.512, 2.287, 5.506], [-1.126, 4.655, 5.886], [-1.524, 6.161, 3.964], [-1.330, 5.306, 1.659], [-3.298, 3.747, 1.485], [-5.497, 3.829, 0.405], [-5.808, 2.916, -1.868], [-3.890, 1.908, -3.066], [-1.684, 1.818, -2.003], [1.593, 4.127, 1.550], [3.231, 5.586, 0.456], [3.043, 6.078, -1.960], [1.182, 5.115, -3.269], [-0.465, 3.666, -2.199], [3.902, -0.056, 4.344], [3.287, 0.025, 3.175], [3.334, 1.240, 2.488], [2.672, 1.344, 1.295], [1.964, 0.246, 0.750], [1.178, 0.391, -0.477], [2.003, -0.984, 1.452], [2.652, -1.094, 2.673], [3.903, 2.062, 2.903], [2.711, 2.266, 0.733], [1.122, -0.482, -1.119], [1.321, 1.316, -1.022], [1.567, -1.868, 1.010], [2.693, -2.028, 3.217], [-2.576, -1.990, -6.104], [-2.266, -2.175, -4.645], [-2.340, -3.443, -4.065], [-2.065, -3.637, -2.725], [-1.712, -2.532, -1.949], [-1.624, -1.260, -2.501], [-1.907, -1.091, -3.845], [-1.374, -2.841, -0.278], [-0.819, -4.136, -0.075], [-0.525, -1.717, 0.196], [-2.765, -2.785, 0.525], [-3.854, -1.823, 0.276], [-4.173, -0.987, 1.507], [-3.174, 0.079, 1.862], [-3.233, 0.798, 2.803], [-2.135, 0.192, 0.938], [-3.655, -2.000, -6.265], [-2.152, -2.800, -6.698], [-2.189, -1.045, -6.479], [-2.604, -4.294, -4.679], [-2.103, -4.627, -2.291], [-1.341, -0.411, -1.892], [-1.835, -0.106, -4.289], [-3.011, -3.710, 0.854], [-4.735, -2.388, -0.022], [-3.586, -1.192, -0.570], [-4.268, -1.625, 2.387], [-5.136, -0.486, 1.389]], "forces_ev_per_a": [[1.1, 0.0, -0.5], [-0.1, 0.0, 0.6], [0.0, -0.1, -0.1], [0.0, 0.0, 0.0], [0.0, 0.0, 0.0], [0.0, 0.0, 0.0], [0.0, 0.1, 0.0], [0.0, -0.1, 0.0], [0.0, 0.4, -0.1], [0.0, -0.1, 0.0], [-0.1, 0.0, 0.0], [0.0, 0.0, 0.0], [0.0, 0.0, 0.0], [0.0, 0.0, 0.0], [0.0, 0.0, 0.0], [0.1, 0.0, 0.1], [0.0, 0.1, 0.0], [0.0, 0.0, 0.0], [0.0, 0.0, 0.0], [0.0, 0.0, 0.0], [0.0, 0.0, 0.0], [0.0, 0.0, 0.0], [0.0, 0.0, 0.0], [0.0, 0.0, 0.0], [0.0, 0.0, 0.0], [0.0, 0.0, 0.0], [0.0, 0.0, 0.0], [0.0, 0.0, 0.0], [0.0, 0.0, 0.0], [0.0, 0.0, 0.0], [0.0, 0.0, 0.0], [0.0, 0.0, 0.0], [0.0, 0.0, 0.0], [0.0, 0.0, 0.0], [0.0, 0.0, 0.0], [0.0, 0.0, 0.0], [0.1, 0.1, 0.1], [0.0, 0.0, 0.0], [-0.1, 0.1, 0.0], [-0.1, -0.2, -0.3], [0.2, -0.2, 0.0], [0.1, 0.0, 0.0], [-0.1, 0.0, -0.1], [0.0, 0.0, 0.0], [0.0, 0.0, 0.0], [-0.1, 0.0, 0.0], [0.0, 0.1, 0.0], [0.0, 0.0, 0.0], [0.0, 0.0, 0.0], [0.0, 0.0, 0.1], [0.0, 0.0, -0.1], [0.0, -0.1, 0.0], [0.0, 0.1, 0.0], [0.1, 0.0, -0.3], [0.0, -0.1, 0.0], [0.0, 0.0, 0.0], [0.3, 0.0, 0.2], [0.0, 0.1, 0.0], [0.0, -0.2, -0.2], [-0.2, 0.1, 0.2], [0.1, -0.1, 0.0], [0.0, -0.1, 0.0], [0.3, -0.1, -0.6], [0.1, 0.2, 0.2], [-1.4, 0.1, 0.5], [0.0, 0.0, 0.0], [0.0, 0.0, 0.0], [0.0, 0.0, 0.0], [0.0, 0.0, 0.0], [0.0, 0.0, 0.0], [0.0, 0.0, 0.0], [0.0, 0.0, 0.0], [-0.1, 0.0, 0.0], [0.0, 0.0, 0.0], [0.0, 0.0, 0.0], [-0.1, 0.0, 0.0], [0.0, 0.0, 0.0]]}